No. 1
The following is a DFT calculation (ωB97M-V/def2-TZVPD) of 2 unconnected molecules or ions with the total composition C4H9NO2.

Properties
HOMO-LUMO gap (spin up / spin down)	9.02 / 9.02	eV
ΔE to the lowest compared entry with this formula, charge and spin	3.920	eV
structure (SMILES)	C=C/C(C)=[NH+]\[O-].O
spin multiplicity	1
total charge	0

Geometry as XYZ:
```
16
Properties=species:S:1:pos:R:3:forces:R:3:lowdin_charge:R:1
C -0.359822 -0.975841 1.541312 -0.97 1.46 0.23 0.059
C -0.869316 -0.146936 0.614971 0.38 -1.62 -0.08 -0.130
C -0.085170 0.844177 -0.074425 0.43 0.41 -0.45 -0.279
C 0.893690 1.723706 0.627433 -0.36 0.33 0.04 -0.015
N -0.145899 0.881475 -1.377511 0.66 -0.14 0.42 -0.072
O -0.650489 -0.039203 -2.132688 -0.58 0.41 -0.21 -0.144
H 0.584556 -0.789515 2.013092 0.46 -0.02 0.02 0.061
H -0.966545 -1.747957 1.982182 -0.01 -0.31 -0.20 0.067
H -1.742972 -0.475406 0.058159 -0.20 0.23 0.30 0.116
H 1.676862 1.117120 1.082338 0.02 -0.06 -0.04 0.088
H 1.358816 2.431271 -0.057494 0.06 0.01 -0.01 0.081
H 0.400585 2.277555 1.426314 0.06 0.02 0.02 0.090
H 0.357266 1.625352 -1.873972 -0.09 -0.17 0.22 0.173
O 0.034370 -2.259735 -0.919528 -0.35 1.21 -1.17 -0.139
H -0.243811 -1.422767 -1.507219 0.45 -1.86 1.08 0.026
H -0.242121 -3.043296 -1.402963 0.05 0.09 -0.17 0.019
```
Positions in Å, forces in eV/Å.



No. 2
The following is a DFT calculation (ωB97M-V/def2-TZVPD) of 2 unconnected molecules or ions with the total composition C15H25BF7O9S2.

Properties
HOMO-LUMO gap	7.50	eV
ΔE to the lowest compared entry with this formula, charge and spin	1.020	eV
spin multiplicity	1
total charge	-1

Geometry as XYZ:
```
59
Properties=species:S:1:pos:R:3:forces:R:3:lowdin_charge:R:1
C 1.276721 -1.819474 1.815959 -0.14 0.74 0.54 -0.072
C 0.501915 -0.501699 1.897227 -0.11 -0.75 -0.61 -0.289
O -0.082307 -0.221264 0.642486 0.75 0.71 0.38 -0.008
B 0.509940 0.941227 -0.048246 -1.72 0.00 0.08 -0.887
C 0.227934 2.350954 0.723307 0.64 -0.26 0.13 0.025
O -0.233781 0.966258 -1.346466 0.18 0.06 -0.08 0.049
C 0.560337 0.750221 -2.470933 -1.18 0.50 1.72 -0.245
C -0.210209 -0.303221 -3.271183 0.53 0.14 -1.06 -0.076
C -1.658623 0.048382 -3.534723 -0.69 -0.44 -0.50 -0.218
O -1.876012 0.439398 -4.907748 -0.02 0.15 0.28 -0.081
C 0.512014 2.160225 -3.212976 2.19 -1.48 0.74 -0.373
F -0.574897 2.799069 -2.850447 -1.67 0.71 0.10 0.177
F 0.475106 1.938037 -4.535132 -0.21 0.08 -1.21 0.122
C 1.661928 3.176841 -2.998877 -1.92 1.03 -1.20 -0.401
F 2.111140 3.237733 -1.781903 0.69 -0.28 1.42 0.215
F 2.621303 2.926507 -3.876363 1.16 -0.39 -0.59 0.146
C 1.180769 4.633390 -3.352374 1.95 -0.80 0.03 -0.611
F 2.285824 5.352995 -3.574889 0.89 0.50 -0.18 0.159
F 0.483497 4.694005 -4.452148 -1.19 -0.03 -1.08 0.206
F 0.579691 5.212064 -2.365210 -1.43 0.58 1.27 0.217
C 1.873173 0.223907 -1.729363 -0.21 -1.74 -0.40 -0.502
O 1.763358 -1.172262 -1.504861 -0.33 -0.48 -1.24 0.020
S 3.540209 0.296737 -2.638143 1.64 -0.35 0.91 0.702
C 3.254642 0.108365 -4.403149 -0.41 0.20 0.04 -0.125
O 4.317177 1.460517 -2.329800 -0.62 1.44 -0.47 -0.305
O 4.272591 -0.883816 -2.272644 -0.25 -1.36 -0.20 -0.325
O 1.919257 0.703869 -0.506099 0.77 1.60 0.12 0.120
H 2.147874 -1.668631 1.189915 0.09 -0.15 -0.27 0.068
H 1.602563 -2.077159 2.823420 0.04 -0.30 0.05 0.054
H 0.629789 -2.585397 1.404644 0.00 -0.26 -0.07 0.071
H -0.303494 -0.586013 2.629897 0.03 0.01 0.25 0.087
H 1.202191 0.267502 2.232159 -0.08 0.24 0.01 0.111
H -0.785881 2.669971 0.487687 -0.17 -0.02 -0.02 0.054
H 0.307937 2.269219 1.808974 -0.03 0.02 0.12 0.039
H 0.906607 3.150832 0.421569 0.02 0.07 -0.07 0.042
H 0.259110 -0.522653 -4.233095 0.00 0.08 -0.22 0.123
H -0.210382 -1.242025 -2.741312 0.15 0.03 0.59 0.122
H -2.252280 -0.854413 -3.379413 -0.03 -0.14 0.16 0.114
H -2.062088 0.797852 -2.863662 0.30 0.18 0.22 0.119
H -2.773556 0.788093 -4.914509 0.12 0.04 -0.25 0.077
H 1.761447 -1.651025 -2.348840 0.12 -0.03 0.26 0.097
H 2.418592 0.689415 -4.773687 0.02 0.17 -0.01 0.042
H 4.179356 0.419510 -4.869415 0.22 0.26 -0.01 0.068
H 3.110086 -0.936885 -4.639208 -0.12 -0.29 0.23 0.062
C -3.671049 -3.454334 5.645736 -0.01 0.10 0.00 -0.228
C -3.870163 -2.189821 4.798938 0.01 -0.07 -0.01 -0.215
C -2.755468 -1.205647 5.173693 -0.39 0.10 -0.15 -0.214
S -1.364453 -2.205203 5.714438 -0.15 -0.02 -0.21 0.662
O -1.131963 -1.954249 7.115919 0.10 0.00 0.00 -0.326
O -0.311682 -2.116437 4.743602 0.25 -0.01 0.25 -0.307
C -2.185568 -3.787389 5.550133 -0.32 -0.23 0.04 -0.234
H -4.288683 -4.279732 5.292698 0.00 0.00 0.01 0.111
H -3.941550 -3.250518 6.684637 0.02 -0.03 0.01 0.116
H -3.794018 -2.445263 3.740248 0.03 0.00 0.01 0.119
H -4.853005 -1.747600 4.958616 0.01 0.01 -0.01 0.111
H -2.444249 -0.597549 4.327144 0.16 0.01 0.07 0.102
H -3.046458 -0.564621 6.003856 0.10 -0.04 0.06 0.102
H -1.839239 -4.460419 6.331048 0.13 0.09 0.01 0.104
H -1.933017 -4.188374 4.568868 0.07 0.05 0.00 0.108
```
Positions in Å, forces in eV/Å.



No. 3
The following is a DFT calculation (ωB97M-V/def2-TZVPD) of a molecular structure, C32H47Cl3LaN3O3SSi.

Properties
HOMO-LUMO gap	6.98	eV
ΔE to the lowest compared entry with this formula, charge and spin	2.246	eV
spin multiplicity	1
total charge	0

Geometry as XYZ:
```
91
Properties=species:S:1:pos:R:3:forces:R:3:lowdin_charge:R:1
C -0.622726 3.735199 1.904970 1.20 -0.09 1.00 -0.055
C -1.670959 3.579689 0.897044 -2.67 2.35 -0.64 -0.237
H -0.196662 4.747775 1.953162 -0.11 -0.31 0.00 0.071
H 0.209417 3.015242 1.724826 -0.52 0.46 0.08 0.035
H -1.017112 3.489435 2.912020 0.15 0.11 -0.40 0.100
C -2.291609 4.584232 0.219753 0.73 -1.37 0.94 -0.125
C -2.043865 6.031718 0.378598 0.17 1.15 -0.10 -0.120
H -3.071631 4.320913 -0.491558 0.01 -0.02 0.11 0.100
H -1.223828 6.276968 1.073205 -0.32 -0.15 -0.27 0.062
H -2.948568 6.552200 0.745688 0.31 -0.18 -0.09 0.075
H -1.806428 6.503314 -0.592928 -0.03 -0.06 0.28 0.066
La 0.165136 -0.197040 0.029858 -1.36 3.09 -0.14 1.241
Cl -1.220303 -0.919188 2.016732 -1.69 -1.19 2.19 -0.101
Cl 1.896563 0.932644 1.383693 2.94 1.67 2.07 -0.096
C -2.625905 -1.205705 -0.974086 5.59 1.92 0.94 -0.328
O -1.425149 -1.006877 -1.414315 -2.89 -0.80 0.16 -0.274
N -3.441270 -1.697609 -1.767693 -4.74 -2.24 -3.16 -0.144
C -3.133547 -1.992361 -3.174318 0.05 -0.05 -0.02 0.006
C -4.820613 -1.924831 -1.356919 -0.45 -0.01 0.36 -0.015
H -2.907221 -0.974561 0.061128 -0.01 -0.06 -0.23 0.094
H -2.063704 -1.839074 -3.329560 -0.31 -0.05 0.00 0.082
H -3.710179 -1.328351 -3.841152 0.17 -0.17 0.39 0.101
H -3.400954 -3.036357 -3.409013 0.06 0.38 0.22 0.097
H -4.923728 -1.618166 -0.302659 -0.04 -0.14 -0.47 0.105
H -5.087237 -2.988096 -1.451721 0.14 0.29 -0.01 0.096
H -5.515581 -1.322646 -1.960901 0.30 -0.15 0.15 0.091
H 0.870317 3.881658 -0.642584 0.23 -0.38 -0.41 0.104
H -0.851455 4.233976 -2.461101 0.30 -0.25 -0.23 0.096
C 1.487834 3.291333 -1.351809 0.22 0.02 0.78 -0.021
C -0.155171 3.705860 -3.140229 -0.32 0.33 0.11 -0.027
N 0.641872 2.745923 -2.385067 -1.13 0.49 -1.13 -0.159
H 1.962641 2.471606 -0.796336 -0.11 0.39 -0.20 0.034
C 0.394210 1.471054 -2.564759 3.10 -0.81 2.28 -0.278
O 1.049783 0.578510 -1.919815 -0.49 1.62 -2.98 -0.255
H -0.739280 3.183598 -3.913343 0.23 0.21 0.28 0.093
H -0.311632 1.184780 -3.293853 -0.98 -0.17 -0.90 0.131
H 2.245357 3.948025 -1.799645 -0.14 -0.19 0.04 0.100
H 0.500383 4.445125 -3.622396 -0.15 -0.23 0.12 0.094
O -1.118361 1.833835 -0.184895 8.97 -4.34 -6.96 -0.294
C -1.996155 2.149325 0.568653 -6.96 2.51 5.29 -0.652
C -3.428911 1.847817 -1.484970 -0.24 -0.16 -0.77 -0.050
C -3.353056 1.909515 -0.111069 -0.41 0.65 1.21 -0.177
H -2.506806 1.909957 -2.075617 -0.34 0.03 0.34 0.109
C -4.669691 1.695719 -2.112274 0.34 -0.04 -0.07 -0.097
H -2.050364 1.599037 1.552380 -0.19 0.06 -0.02 0.100
C -4.505835 1.795256 0.658243 -0.26 -0.08 -0.12 -0.025
H -4.719027 1.660662 -3.201757 -0.07 0.02 0.22 0.098
C -5.823023 1.593760 -1.347236 -0.40 -0.08 -0.40 -0.128
C -5.736803 1.636431 0.037817 -0.31 -0.08 0.49 -0.097
H -4.429710 1.835799 1.748348 -0.01 0.01 -0.32 0.125
H -6.795592 1.475438 -1.836851 0.33 0.06 0.20 0.100
H -6.639046 1.546798 0.648293 0.21 0.03 -0.23 0.101
Si 6.253046 1.847616 3.736695 -0.03 -0.44 -0.05 0.067
Cl 5.782298 3.832915 4.098996 0.01 0.18 0.04 0.295
C 6.842710 1.720682 1.971147 0.14 0.13 -0.41 -0.224
C 4.712637 0.842320 4.013807 -0.45 -0.11 0.09 -0.226
C 7.604866 1.360998 4.933772 0.31 0.06 0.28 -0.229
H 6.059700 2.051329 1.266253 0.25 -0.14 0.31 0.035
H 7.110407 0.682704 1.712213 -0.10 0.29 0.13 0.033
H 7.733530 2.350306 1.798914 -0.32 -0.23 0.10 0.032
H 8.505261 1.985710 4.798089 -0.34 -0.22 0.03 0.032
H 7.902956 0.308385 4.793846 -0.13 0.31 0.00 0.032
H 7.273042 1.479545 5.980197 0.09 -0.04 -0.40 0.033
H 3.899006 1.155681 3.331791 0.36 -0.15 0.26 -0.024
H 4.340993 0.952760 5.049000 0.18 -0.02 -0.39 0.038
H 4.896388 -0.233103 3.838507 0.00 0.37 0.03 0.029
N 1.250876 -2.161488 0.044294 2.35 -0.91 -0.40 -0.578
S 0.751610 -3.404610 0.834359 0.89 -1.14 -0.97 1.027
C 0.054265 -4.382164 -0.530367 0.03 -1.13 0.82 -0.391
C 0.055950 -3.925025 -1.829194 0.30 0.88 -0.97 -0.085
C -0.475268 -4.718472 -2.850635 0.08 0.46 -0.54 -0.079
C -1.003320 -5.962325 -2.559680 -0.30 -0.39 -0.72 -0.092
C -1.007166 -6.417176 -1.253444 -0.29 -0.77 0.69 -0.083
C -0.483514 -5.631173 -0.232828 -0.22 -0.28 0.22 -0.092
C 2.361233 -4.191429 1.140645 -0.48 -0.22 0.49 -0.366
C 2.855402 -5.193081 0.345194 -0.09 -1.01 -1.04 -0.084
C 4.120307 -5.719285 0.599944 0.24 -0.60 -0.58 -0.080
C 4.883664 -5.227531 1.640212 0.62 -0.20 0.19 -0.088
C 4.386439 -4.200131 2.431853 0.20 0.45 0.54 -0.074
C 3.124120 -3.671088 2.187932 -0.14 0.17 0.33 -0.071
H 2.138412 -2.256684 -0.476056 -0.63 -0.39 0.46 0.071
H 0.463007 -2.936126 -2.111961 -0.26 -0.68 0.50 0.111
H -0.472382 -4.347603 -3.899059 0.03 -0.27 0.94 0.122
H -1.423239 -6.588674 -3.366139 0.28 0.39 0.54 0.116
H -1.431171 -7.409714 -1.012750 0.30 0.70 -0.17 0.118
H -0.493561 -5.999894 0.802046 0.02 0.18 -0.45 0.124
H 2.275195 -5.611948 -0.501876 0.34 0.40 0.72 0.120
H 4.511656 -6.539141 -0.035051 -0.33 0.66 0.46 0.119
H 5.883717 -5.645234 1.842643 -0.63 0.25 -0.12 0.116
H 4.994251 -3.801715 3.265859 -0.47 -0.25 -0.61 0.119
H 2.742892 -2.859142 2.816458 0.06 -0.28 -0.28 0.125
```
Positions in Å, forces in eV/Å.



No. 4
The following is a DFT calculation (ωB97M-V/def2-TZVPD) of a single CH2O4S molecule.

Properties
HOMO-LUMO gap	10.68	eV
ΔE to the lowest compared entry with this formula, charge and spin	1.323	eV
spin multiplicity	1
total charge	0

Geometry as XYZ:
```
8
Properties=species:S:1:pos:R:3:forces:R:3:lowdin_charge:R:1
C -0.485934 0.705448 -0.133095 -3.63 3.40 0.27 -0.508
O 1.734208 -1.260163 -0.385474 3.06 1.77 -2.29 -0.221
O 0.497059 0.775582 -1.029070 2.39 0.17 0.09 -0.231
O 1.411481 0.485209 1.227898 1.37 0.64 0.87 -0.399
O -0.989176 -0.280506 0.280471 0.00 -0.88 0.25 0.096
S 1.939568 0.326361 -0.100902 -2.47 -1.75 -0.84 1.050
H -0.971659 1.797031 0.121367 1.29 -2.30 -0.51 0.185
H 1.193915 -1.602829 0.275273 -2.02 -1.06 2.17 0.028
```
Positions in Å, forces in eV/Å.



No. 5
The following is a DFT calculation (ωB97M-V/def2-TZVPD) of a molecular structure, C25H27Cl2SbSc.

Properties
HOMO-LUMO gap (spin up / spin down)	5.20 / 5.20	eV
ΔE to the lowest compared entry with this formula, charge and spin	1.504	eV
spin multiplicity	1
total charge	-1

Geometry as XYZ:
```
56
Properties=species:S:1:pos:R:3:forces:R:3:lowdin_charge:R:1
Sc -0.367740 -3.336048 -0.203168 -4.01 0.68 -1.16 0.031
Cl 0.257122 -2.025588 -2.047050 0.11 0.86 -1.32 -0.002
Cl -1.263961 -1.918970 1.512142 -0.51 0.04 0.80 -0.016
C -1.775926 -4.783452 -0.534839 1.65 -0.66 1.38 -0.337
H -1.847315 -5.293942 0.492997 -0.57 0.54 -0.61 -0.112
H -1.162267 -5.571464 -1.035879 -0.32 -0.09 -0.62 -0.138
C 1.782822 -2.907013 1.066145 1.21 0.52 1.67 -0.174
C 1.410436 -4.078420 0.598934 -0.93 -2.15 0.85 -0.283
H 1.183752 -2.336073 1.770303 0.26 -0.43 0.47 0.055
C 1.799381 -4.548568 -0.758084 1.30 0.06 -0.53 -0.251
H 0.578961 -4.672443 1.076280 0.22 0.42 -0.17 0.124
C 3.323940 -4.606238 -0.712344 -0.35 -0.53 0.04 -0.190
H 1.294920 -5.450019 -1.086000 0.13 -0.39 0.32 0.112
H 1.536499 -3.773482 -1.511735 0.14 -0.45 0.33 0.009
C 3.870991 -3.217588 -0.360838 0.39 0.16 0.00 -0.173
H 3.551488 -5.330901 0.084090 0.34 0.10 -0.30 0.116
H 3.709585 -4.987630 -1.670524 0.20 0.26 0.34 0.114
C 3.152658 -2.432067 0.795495 0.85 0.58 -1.84 -0.154
H 4.919159 -3.362017 -0.067552 -0.08 0.28 -0.20 0.101
H 3.855918 -2.605324 -1.273539 -0.01 -0.11 0.24 0.112
H 3.780774 -2.544099 1.690003 -0.48 0.16 0.10 0.118
H 3.129315 -1.363117 0.515929 0.22 -0.32 0.28 0.117
C -5.248678 1.702906 -0.339325 0.33 -0.06 -0.04 -0.109
C -4.589165 0.912026 -1.292231 0.21 0.15 0.26 -0.090
C -3.214197 0.665402 -1.166401 -0.60 0.16 0.05 -0.125
C -2.505994 1.217624 -0.098539 0.71 0.00 0.18 -0.374
C -3.144605 2.040101 0.830819 -0.59 -0.09 -0.25 -0.127
C -4.524567 2.272019 0.714941 0.17 -0.13 -0.15 -0.102
Sb -0.376077 0.723844 0.019068 -0.02 0.43 -0.31 1.400
C 0.110349 2.187927 -1.558539 -0.18 -0.23 0.79 -0.382
C 0.997080 1.761666 -2.548604 0.05 0.51 -0.37 -0.152
C 1.281602 2.598432 -3.638573 -0.20 0.12 0.15 -0.101
C 0.656131 3.849632 -3.744631 0.02 -0.27 0.27 -0.112
C -0.235794 4.267554 -2.747983 0.05 -0.25 0.16 -0.102
C -0.506648 3.434871 -1.647671 0.29 0.45 -0.76 -0.135
C 0.051614 1.859577 1.835823 -0.21 0.09 -0.67 -0.395
C 0.783476 3.048538 1.801984 -0.01 0.19 0.75 -0.134
C 1.046565 3.731708 3.001122 -0.05 -0.23 0.00 -0.105
C 0.584203 3.226205 4.224674 -0.08 -0.12 -0.29 -0.113
C -0.149512 2.033310 4.249009 0.15 0.07 -0.32 -0.098
C -0.403492 1.346890 3.053029 0.14 0.31 0.47 -0.154
H -6.324228 1.875567 -0.423196 0.33 -0.04 0.02 0.092
H -5.143471 0.483871 -2.129050 0.13 0.09 0.25 0.098
H -2.706094 0.041334 -1.905465 -0.14 0.10 0.23 0.099
H -2.587576 2.503661 1.645980 -0.11 -0.18 -0.16 0.087
H -5.028078 2.897521 1.455610 0.10 -0.17 -0.23 0.093
H 1.456204 0.772926 -2.488999 -0.13 0.22 0.01 0.062
H 1.985656 2.269341 -4.406838 -0.24 0.10 0.19 0.095
H 0.863475 4.493735 -4.602874 -0.06 -0.19 0.28 0.092
H -0.726342 5.241089 -2.822910 0.15 -0.27 -0.02 0.093
H -1.208214 3.776442 -0.883308 0.17 -0.17 -0.17 0.096
H 1.148982 3.455291 0.856695 -0.14 -0.11 0.23 0.087
H 1.617995 4.661922 2.978554 -0.14 -0.23 0.03 0.093
H 0.796344 3.755468 5.156975 -0.07 -0.12 -0.31 0.092
H -0.523162 1.629089 5.192861 0.15 0.14 -0.26 0.097
H -0.954293 0.406980 3.087231 0.07 0.18 -0.08 0.056
```
Positions in Å, forces in eV/Å.



No. 6
The following is a DFT calculation (ωB97M-V/def2-TZVPD) of 2 unconnected molecules or ions with the total composition C3H6Br2O3.

Properties
HOMO-LUMO gap	10.10	eV
ΔE to the lowest compared entry with this formula, charge and spin	1.442	eV
structure (SMILES)	O=C[C@H](Br)[C@@H](O)Br.O
spin multiplicity	1
total charge	0

Geometry as XYZ:
```
14
Properties=species:S:1:pos:R:3:forces:R:3:lowdin_charge:R:1
O 0.493033 1.862104 2.558994 0.02 2.68 2.67 0.114
C 0.449151 1.008449 1.782734 0.22 -1.70 -4.34 -0.322
C 0.642360 1.295180 0.228656 0.05 -0.55 -0.43 -0.574
Br -1.065973 1.785151 -0.727377 0.57 -0.28 0.77 0.673
C 1.265714 0.095743 -0.581672 -0.48 -1.24 4.81 -0.882
O 1.314123 0.221062 -1.846208 -0.44 1.05 -4.53 -0.085
Br 3.167520 -0.179552 0.009553 0.48 0.29 0.83 0.633
H 0.334920 -0.041928 1.999889 -0.19 -0.78 0.32 0.106
H 1.227745 2.218866 0.082328 -0.05 -0.53 0.27 0.088
H 0.885789 -0.928215 -0.301642 -0.21 1.37 -0.19 0.110
H 1.499532 1.144253 -2.084893 -0.03 -0.28 -0.21 0.120
O -1.758169 -1.153796 1.004714 -1.01 -0.83 2.58 -0.131
H -2.456822 -1.472828 0.403869 0.34 0.18 0.55 0.042
H -2.065943 -1.397410 1.970625 0.73 0.64 -3.09 0.108
```
Positions in Å, forces in eV/Å.